This record from the OMol25 dataset describes C24H45F5FeOP2Te as an isolated structure. The level of theory is ωB97M-V with the def2-TZVPD basis set.

Structure (ORCA input):
```
! RIJCOSX wB97M-V def2-TZVPD def2/J DEFGRID3
* xyz 1 6
Fe -0.2490 0.1279 0.4772
C -1.8421 1.6430 0.6934
C -2.3313 0.7484 -0.3054
C -2.0802 -0.4422 1.6552
C -1.8034 0.9354 1.9341
C -2.4377 -0.5461 0.2837
C -1.8201 3.1092 0.5488
H -1.4588 3.3804 -0.4389
H -1.1841 3.5697 1.2981
H -2.8302 3.5167 0.6610
C -1.8069 1.5454 3.2681
H -1.6086 2.6241 3.2177
H -1.0594 1.0546 3.9070
H -2.7890 1.4021 3.7560
C -2.2976 -1.5152 2.6403
H -3.3685 -1.6355 2.8492
H -1.7860 -1.3004 3.5783
H -1.9320 -2.4693 2.2496
C -3.1652 -1.6883 -0.2895
H -4.2524 -1.5765 -0.1475
H -2.8715 -2.6166 0.2046
H -2.9640 -1.7575 -1.3593
C -2.9749 1.1977 -1.5485
H -3.9616 1.6622 -1.3422
H -3.1411 0.3708 -2.2462
H -2.3575 1.9562 -2.0479
C 1.4835 0.5413 -2.7874
C 0.4684 1.3978 -2.9437
C -0.1340 1.6528 -4.3018
C -1.0136 0.5133 -4.9314
C -1.1388 -0.7566 -4.1356
C -0.0942 -1.6057 -4.0215
C 1.2339 -1.2876 -4.6695
C 2.0895 -0.1697 -3.9814
H 0.6628 1.8790 -5.0390
H -0.6065 0.3129 -5.9447
H -0.7838 2.5421 -4.2264
H 2.3407 0.5655 -4.7749
H 1.9715 0.3579 -1.8105
H 0.0690 2.0006 -2.1075
H 3.0336 -0.6467 -3.6585
H 1.8509 -2.2052 -4.6460
H -0.1485 -2.5635 -3.4866
H 1.1017 -0.9959 -5.7337
H -2.0268 0.9346 -5.0526
H -2.1204 -0.9367 -3.6837
P 1.6177 1.8591 1.1666
C 1.3096 2.7286 2.7460
H 2.1834 3.3481 2.9997
H 1.1752 1.9705 3.5240
H 0.4186 3.3650 2.6813
C 3.3280 1.2889 1.4151
H 3.9453 2.1004 1.8331
H 3.7480 0.9729 0.4519
H 3.3094 0.4439 2.1141
C 1.8598 3.3405 0.1257
H 2.3058 3.0601 -0.8343
H 2.5180 4.0563 0.6433
H 0.8914 3.8224 -0.0558
P 0.8998 -2.2667 0.3925
C -0.2739 -3.5532 -0.1717
H 0.2607 -4.4256 -0.5768
H -0.9545 -3.1444 -0.9248
H -0.8600 -3.8873 0.6997
C 2.4977 -2.5228 -0.4490
H 2.3858 -2.6136 -1.5341
H 2.9851 -3.4236 -0.0458
H 3.1254 -1.6538 -0.2156
C 1.3600 -3.1538 1.9241
H 1.6123 -4.2122 1.7021
H 0.4965 -3.1095 2.6015
H 2.2074 -2.6352 2.4004
F 1.6842 0.8714 5.1994
Te 1.1229 -0.9284 4.7769
F -0.6362 -0.4324 5.3997
F 1.5827 -1.4262 6.5547
F 2.9023 -1.5070 4.2706
F 0.3563 -2.7023 4.5760
O 0.7694 -0.4564 3.0494
*
```

Computed properties:
LUMO energy (spin up / spin down) (eV): -3.312 / -5.186
Frontier orbital gap (spin up / spin down) (Eh): 0.290 / 0.252
Strongest force on any atom (Eh/bohr): 0.0458
Calculated total energy (Ha): -3730.19449
Highest occupied orbital energy (spin up / spin down) (eV): -11.201 / -12.057

Charges obtained by Mulliken population analysis, quoted in units of e: atom 1 (Fe): 0.240, atom 2 (C): 0.181, atom 3 (C): 1.041, atom 4 (C): 0.156, atom 5 (C): 1.876, atom 6 (C): 0.816, atom 7 (C): -1.956, atom 8 (H): 0.364, atom 9 (H): 0.444, atom 10 (H): 0.279, atom 11 (C): -1.377, atom 12 (H): 0.493, atom 13 (H): -0.024, atom 14 (H): 0.344, atom 15 (C): -1.532, atom 16 (H): 0.345, atom 17 (H): 0.249, atom 18 (H): 0.194, atom 19 (C): -1.889, atom 20 (H): 0.292, atom 21 (H): 0.472, atom 22 (H): 0.390, atom 23 (C): -1.592, atom 24 (H): 0.256, atom 25 (H): 0.519, atom 26 (H): 0.203, atom 27 (C): 0.263, atom 28 (C): 0.210, atom 29 (C): -1.251, atom 30 (C): -1.092, atom 31 (C): -0.294, atom 32 (C): -0.401, atom 33 (C): -0.849, atom 34 (C): -1.222, atom 35 (H): 0.426, atom 36 (H): 0.398, atom 37 (H): 0.405, atom 38 (H): 0.393, atom 39 (H): 0.274, atom 40 (H): 0.283, atom 41 (H): 0.362, atom 42 (H): 0.379, atom 43 (H): 0.449, atom 44 (H): 0.364, atom 45 (H): 0.301, atom 46 (H): 0.670, atom 47 (P): 0.975, atom 48 (C): -0.900, atom 49 (H): 0.615, atom 50 (H): -0.144, atom 51 (H): 0.228, atom 52 (C): -1.162, atom 53 (H): 0.473, atom 54 (H): 0.364, atom 55 (H): 0.183, atom 56 (C): -1.330, atom 57 (H): 0.371, atom 58 (H): 0.499, atom 59 (H): 0.299, atom 60 (P): 1.381, atom 61 (C): -1.404, atom 62 (H): 0.516, atom 63 (H): 0.165, atom 64 (H): 0.414, atom 65 (C): -1.128, atom 66 (H): 0.282, atom 67 (H): 0.504, atom 68 (H): 0.263, atom 69 (C): -1.464, atom 70 (H): 0.566, atom 71 (H): 0.175, atom 72 (H): 0.266, atom 73 (F): -0.475, atom 74 (Te): 1.945, atom 75 (F): -0.437, atom 76 (F): -0.322, atom 77 (F): -0.445, atom 78 (F): -0.435, atom 79 (O): -0.692

=====

This record from the OMol25 dataset describes C24H45O4PS3SiTc as an isolated structure. The level of theory is ωB97M-V with the def2-TZVPD basis set.

Structure (ORCA input):
```
! RIJCOSX wB97M-V def2-TZVPD def2/J DEFGRID3
* xyz 2 4
Tc 0.5040 0.7143 -1.5774
C 2.2283 1.0764 -4.5491
C 1.1692 2.1594 -4.6693
S 0.5406 2.9014 -3.1380
C 1.9690 3.7659 -2.4302
C 3.1304 2.9405 -1.8902
S 2.6537 1.5555 -0.7849
C 3.8023 0.2465 -1.3125
C 3.4530 -0.5388 -2.5906
S 1.8161 -0.2440 -3.3346
H 2.3379 0.5790 -5.5132
H 3.1962 1.4938 -4.2849
H 1.5487 2.9606 -5.3062
H 0.2682 1.7662 -5.1435
H 2.3562 4.4577 -3.1803
H 1.5315 4.3727 -1.6360
H 3.7315 2.5185 -2.6907
H 3.7782 3.5892 -1.2996
H 4.7877 0.7070 -1.3872
H 3.8315 -0.4260 -0.4559
H 4.1895 -0.3708 -3.3752
H 3.4690 -1.6058 -2.3713
C 2.5356 1.0571 6.7497
O 2.3218 0.2099 5.6167
C 1.5593 0.6484 4.6164
C 0.9096 1.8841 4.5794
C 0.1501 2.2135 3.4757
C 0.0158 1.3694 2.3681
C -0.7652 1.8211 1.2038
C -1.9011 2.7778 1.4072
O -0.5046 1.4452 0.0530
C 0.6515 0.1153 2.4536
O 0.5137 -0.8303 1.4180
C 1.4100 -0.2402 3.5400
H 3.2068 0.5073 7.4008
H 1.5941 1.2490 7.2652
H 3.0028 1.9936 6.4445
H 0.9915 2.5805 5.3976
H -0.3338 3.1796 3.4567
H -2.4598 2.5590 2.3151
H -2.5531 2.7483 0.5384
H -1.5083 3.7931 1.4983
H 1.9122 -1.1939 3.5797
C -2.5417 0.6143 -4.7670
Si -2.6151 0.0392 -2.9907
C -3.6432 1.2337 -1.9743
C -3.3404 -1.6868 -2.8929
O -1.0920 -0.0058 -2.3669
H -3.5353 0.6068 -5.2132
H -1.9073 -0.0360 -5.3699
H -2.1644 1.6350 -4.8413
H -4.6414 1.3540 -2.3931
H -3.1758 2.2191 -1.9488
H -3.7621 0.8847 -0.9472
H -4.1248 -1.8178 -3.6362
H -3.7867 -1.8904 -1.9200
H -2.5783 -2.4393 -3.0905
C 0.7940 -3.9196 2.9871
C -0.4332 -3.0053 2.9256
P -0.5740 -2.0101 1.4371
C -0.1678 -2.9445 -0.0322
C -1.0180 -4.2042 -0.2199
C -2.1996 -1.2500 1.3310
C -3.3863 -2.1459 1.6961
H 0.6660 -4.6345 3.7973
H 1.7095 -3.3645 3.1816
H 0.9294 -4.4877 2.0687
H -0.4671 -2.3171 3.7761
H -1.3531 -3.5935 2.9651
H 0.8962 -3.1825 0.0421
H -0.2990 -2.2475 -0.8701
H -0.9864 -4.8607 0.6482
H -0.6393 -4.7662 -1.0705
H -2.0545 -3.9568 -0.4289
H -2.2715 -0.8733 0.3037
H -2.1734 -0.3795 1.9937
H -3.4566 -3.0205 1.0551
H -4.3061 -1.5777 1.5759
H -3.3422 -2.4762 2.7319
*
```

Computed properties:
LUMO energy (spin up / spin down) (eV): -5.350 / -5.681
Frontier orbital gap (spin up / spin down) (Eh): 0.249 / 0.245
ΔE to the lowest compared entry with this formula, charge and spin (kJ/mol): 7.32
Strongest force on any atom (Eh/bohr): 0.0277
Calculated total energy (Ha): -3148.26648
Highest occupied orbital energy (spin up / spin down) (eV): -12.124 / -12.351

Charges obtained by Mulliken population analysis, quoted in units of e: atom 1 (Tc): 0.876, atom 2 (C): -0.859, atom 3 (C): -0.756, atom 4 (S): -0.009, atom 5 (C): -0.937, atom 6 (C): -0.803, atom 7 (S): -0.030, atom 8 (C): -0.730, atom 9 (C): -0.722, atom 10 (S): -0.023, atom 11 (H): 0.595, atom 12 (H): 0.346, atom 13 (H): 0.533, atom 14 (H): 0.264, atom 15 (H): 0.490, atom 16 (H): 0.429, atom 17 (H): 0.306, atom 18 (H): 0.574, atom 19 (H): 0.480, atom 20 (H): 0.371, atom 21 (H): 0.444, atom 22 (H): 0.452, atom 23 (C): -0.933, atom 24 (O): -0.449, atom 25 (C): 0.626, atom 26 (C): -1.044, atom 27 (C): -1.343, atom 28 (C): 0.911, atom 29 (C): 0.642, atom 30 (C): -1.784, atom 31 (O): 0.040, atom 32 (C): 0.325, atom 33 (O): -0.027, atom 34 (C): -0.393, atom 35 (H): 0.259, atom 36 (H): 0.385, atom 37 (H): 0.387, atom 38 (H): 0.508, atom 39 (H): 0.508, atom 40 (H): 0.453, atom 41 (H): 0.296, atom 42 (H): 0.457, atom 43 (H): 0.540, atom 44 (C): -1.143, atom 45 (Si): 0.231, atom 46 (C): -1.030, atom 47 (C): -1.090, atom 48 (O): -0.566, atom 49 (H): 0.440, atom 50 (H): 0.326, atom 51 (H): 0.278, atom 52 (H): 0.530, atom 53 (H): 0.219, atom 54 (H): 0.248, atom 55 (H): 0.459, atom 56 (H): 0.279, atom 57 (H): 0.298, atom 58 (C): -1.303, atom 59 (C): -0.930, atom 60 (P): 0.588, atom 61 (C): 0.014, atom 62 (C): -1.296, atom 63 (C): 0.441, atom 64 (C): -1.507, atom 65 (H): 0.450, atom 66 (H): 0.219, atom 67 (H): 0.331, atom 68 (H): 0.542, atom 69 (H): 0.597, atom 70 (H): 0.490, atom 71 (H): -0.095, atom 72 (H): 0.359, atom 73 (H): 0.424, atom 74 (H): 0.257, atom 75 (H): -0.230, atom 76 (H): 0.316, atom 77 (H): 0.311, atom 78 (H): 0.443, atom 79 (H): 0.447

=====

What is the strongest force on any atom in the second record?
0.0277 Eh/bohr